Below is an isolated molecule of C2H5ClNO2P at a distorted geometry, with properties calculated with wB97M-V/def2-TZVPD.

Structure (XYZ):
```
12
Properties=species:S:1:pos:R:3:forces:R:3
C 0.523 1.234 1.302 -0.2 -2.9 -4.4
C -0.667 0.641 0.477 0.8 3.1 0.3
N 1.711 1.130 0.944 0.6 2.5 4.0
O -1.252 -2.179 -0.348 -1.9 -1.8 1.7
O -0.249 0.102 -0.793 -0.3 0.0 0.4
P -0.434 -1.432 -1.235 0.6 2.7 -1.6
Cl 1.363 -2.111 -1.519 1.9 -0.6 0.2
H -0.657 -1.369 -2.626 -0.8 0.4 0.5
H 0.233 1.702 2.153 -0.7 1.5 2.7
H -1.173 0.012 1.165 -0.8 -1.2 0.0
H -1.289 1.596 0.343 0.4 -1.6 -0.5
H 1.893 0.674 0.138 0.3 -2.0 -3.4
```
Forces are in eV/Å.

Summary:
Net charge = 0
Total energy = -29551.8751 eV
Multiplicity = 1


Below is a structure of composition C17H22N6O6PdS3, with properties calculated with wB97M-V/def2-TZVPD.

Structure (XYZ):
```
55
Properties=species:S:1:pos:R:3:forces:R:3
Pd 0.918 -3.098 0.711 0.1 -0.4 -0.1
C 5.269 -1.660 3.451 0.0 0.0 0.0
S 4.412 -3.174 3.952 0.0 0.0 -0.1
C 3.000 -3.121 2.886 0.1 0.0 0.1
S 3.215 -3.233 1.131 -0.2 0.2 0.1
N 1.842 -3.081 3.466 -0.1 0.0 -0.1
N 0.799 -3.104 2.645 -0.2 -0.1 0.2
C -0.502 -3.166 3.161 0.5 0.1 0.1
C -1.511 -3.220 2.267 -0.4 0.0 -0.4
C -2.934 -3.279 2.567 0.2 0.0 0.0
C -3.848 -3.320 1.575 0.0 0.0 -0.2
C -3.432 -3.305 0.194 -0.1 0.0 0.2
C -2.082 -3.257 -0.056 0.1 0.0 0.1
N -1.136 -3.216 0.888 0.0 0.1 0.2
H 6.257 -1.668 3.918 0.0 0.0 0.0
H 4.718 -0.774 3.772 0.0 0.0 0.0
H 5.376 -1.651 2.367 0.0 0.0 0.0
H -0.644 -3.190 4.233 0.1 0.0 0.0
H -3.240 -3.281 3.608 0.0 0.0 0.0
H -4.906 -3.361 1.820 0.0 0.0 0.0
H -4.141 -3.345 -0.622 0.0 0.0 0.0
H -1.707 -3.241 -1.075 0.0 0.0 0.0
C -2.671 5.273 -4.370 0.0 0.0 0.0
C -1.593 4.318 -3.870 -0.1 0.1 -0.1
S -1.661 4.230 -2.096 0.1 0.0 0.1
O -2.924 3.640 -1.722 0.0 0.1 0.0
O -1.299 5.526 -1.567 -0.1 0.0 0.0
C -0.370 3.079 -1.723 0.0 0.0 0.1
C -0.163 2.974 -0.211 -0.1 0.0 -0.1
N 0.681 1.837 0.090 0.0 0.1 -0.1
C 0.236 0.614 0.478 -0.2 -0.2 0.0
N 1.216 -0.264 0.556 -0.1 0.1 0.3
C 2.346 0.370 0.216 0.1 0.0 -0.2
C 2.049 1.675 -0.099 0.3 0.2 -0.2
N 2.913 2.703 -0.538 -0.2 0.0 0.6
O 2.409 3.805 -0.793 0.3 -0.1 -0.2
O 4.110 2.470 -0.593 -0.2 0.1 -0.2
C -1.185 0.277 0.766 0.0 0.1 0.0
H -2.661 5.307 -5.459 0.0 0.0 0.0
H -2.500 6.278 -3.987 0.0 0.0 0.0
H -3.656 4.943 -4.041 0.0 0.0 0.0
H -0.587 4.655 -4.122 0.0 0.0 0.0
H -1.742 3.300 -4.231 0.0 0.0 0.0
H 0.540 3.431 -2.211 0.0 0.0 0.0
H -0.685 2.119 -2.136 0.0 0.0 0.0
H -1.117 2.812 0.286 0.0 -0.1 0.0
H 0.285 3.884 0.170 0.0 0.0 0.0
H 3.300 -0.138 0.196 -0.1 0.0 0.0
H -1.584 0.884 1.581 0.0 0.0 0.0
H -1.219 -0.775 1.050 0.0 0.0 0.0
H -1.820 0.419 -0.113 0.0 0.0 0.0
O 0.750 -4.054 -3.327 0.0 0.0 0.1
C 0.907 -3.994 -2.104 0.0 0.6 -0.3
O 0.908 -2.926 -1.395 0.0 -0.4 0.0
H 1.065 -4.927 -1.544 0.0 -0.3 0.2
```
Forces are in eV/Å.

Summary:
Net charge = -2
Total energy = -75195.0572 eV
Multiplicity = 1


Below is the ion C7H16N with charge +1 at a distorted geometry, with properties calculated with wB97M-V/def2-TZVPD.

Structure (XYZ):
```
24
Properties=species:S:1:pos:R:3:forces:R:3
C -1.059 1.611 -1.210 1.1 -0.7 0.1
C -0.573 0.214 -1.617 -0.1 0.6 0.4
C 0.673 -0.320 -0.892 -0.7 -0.9 0.3
C -0.162 -0.335 1.474 0.5 -0.3 0.4
C 0.447 -0.980 0.482 -0.2 1.0 -0.9
C 0.980 -2.362 0.638 -0.2 -0.9 -0.2
C -0.348 -0.966 2.831 -0.6 1.1 0.1
N 0.066 2.622 -1.438 -0.4 -0.3 -0.1
H -1.883 1.895 -1.838 -0.4 0.4 0.1
H -1.247 1.632 -0.144 -0.5 0.3 -0.1
H -0.395 0.241 -2.696 -0.1 -0.2 0.0
H -1.425 -0.438 -1.402 0.1 -0.1 -0.3
H 1.460 0.426 -0.818 0.3 0.1 -0.1
H 1.024 -1.134 -1.525 0.4 0.3 -0.2
H -0.477 0.698 1.356 0.0 -0.1 0.0
H 0.203 -3.108 0.787 -0.4 0.1 0.3
H 1.610 -2.434 1.502 0.5 -0.1 0.5
H 1.522 -2.790 -0.205 0.2 0.6 -0.2
H 0.594 -1.164 3.340 0.1 -0.6 -0.3
H -0.850 -0.282 3.526 -0.1 0.0 -0.3
H -1.008 -1.821 2.710 0.3 -0.4 0.4
H 0.433 2.478 -2.386 0.2 0.2 0.3
H 0.794 2.474 -0.737 0.2 -0.1 -0.3
H -0.255 3.583 -1.345 -0.1 0.1 -0.1
```
Forces are in eV/Å.

Summary:
Net charge = +1
Total energy = -9001.4012 eV
Multiplicity = 1


Below is an isolated molecule of C4H11ISi at a distorted geometry, with properties calculated with wB97M-V/def2-TZVPD.

Structure (XYZ):
```
17
Properties=species:S:1:pos:R:3:forces:R:3
C 1.320 -2.121 -0.074 1.2 2.4 2.6
C -0.407 2.802 0.039 1.1 -3.0 -1.3
C -0.134 -1.817 0.422 0.6 -2.3 -3.8
C 0.170 1.434 0.214 -0.1 -3.7 0.3
Si -0.888 -0.346 -0.491 1.2 1.0 -0.3
I -3.199 -0.020 0.053 -0.7 0.1 0.3
H 1.817 -1.138 0.149 0.6 -1.1 -0.5
H 1.917 -2.944 0.375 -0.8 0.6 0.6
H 1.452 -2.365 -1.086 -0.6 0.2 -1.7
H -0.597 2.874 -0.953 -1.2 0.8 -3.1
H -1.226 2.957 0.609 -2.7 0.5 1.8
H 0.320 3.471 0.218 2.5 2.6 1.0
H -0.295 -1.655 1.429 0.2 -0.1 2.2
H -0.526 -2.800 0.064 -1.3 0.9 0.7
H 0.146 1.322 1.349 0.8 -0.9 -1.4
H 1.161 1.160 -0.329 -1.3 1.1 1.4
H -1.030 -0.813 -1.989 0.6 0.9 1.1
```
Forces are in eV/Å.

Summary:
Net charge = 0
Total energy = -20303.8132 eV
Multiplicity = 1


The lowest net charge belongs to which entry?
C17H22N6O6PdS3